(1)
Below is a structure of composition C50H58N4O5P2S2Si2W in a non-equilibrium geometry, with properties calculated with ωB97M-V/def2-TZVPD.

Output
Energy relative to the best compared isomer or geometry (same formula, charge and spin) = 84.30 kcal/mol
F_max = 0.0975 hartree/bohr
HOMO-LUMO gap (spin up / spin down) = 5.421 / 5.517 eV
Multiplicity = 3
Molar mass = 1161.131 g mol⁻¹
<S²> = 2.0473
LUMO (spin up / spin down) = -1.4971 / -1.5865 eV

Each line ends with the Löwdin spin population.
Positions of all 124 atoms, in Å:
W 1.402 -0.126 -0.439  1.15
C 1.014 1.465 2.059  0.00
P -0.823 1.324 2.469  0.01
C -0.721 2.319 4.019  0.00
C 0.178 1.974 5.027  0.00
C 0.308 2.764 6.152  0.00
C -0.470 3.902 6.292  0.00
C -1.381 4.239 5.307  0.00
C -1.505 3.452 4.173  0.00
C -0.947 -0.312 3.311  0.00
C -0.009 -1.338 3.330  0.00
C -0.316 -2.555 3.918  0.00
C -1.555 -2.763 4.500  0.00
C -2.490 -1.739 4.503  0.00
C -2.189 -0.530 3.908  0.00
C 1.172 2.402 0.915  0.01
C 1.485 3.736 0.824  0.01
C 1.357 4.088 -0.541  0.01
C 0.966 2.954 -1.215  0.01
C 0.265 2.787 -2.523  0.00
P -1.086 1.541 -2.125  0.00
C -2.379 2.043 -3.368  0.00
C -2.960 1.105 -4.213  0.00
C -3.961 1.474 -5.097  0.00
C -4.417 2.780 -5.130  0.00
C -3.854 3.720 -4.281  0.00
C -2.844 3.356 -3.411  0.00
C -2.046 2.327 -0.757  0.00
C -3.144 1.568 -0.354  0.01
C -4.010 2.032 0.617  0.00
C -3.787 3.264 1.211  0.00
C -2.709 4.031 0.806  0.00
C -1.847 3.573 -0.177  0.00
N 0.857 1.894 -0.331  0.02
H 1.361 0.463 1.734  0.00
H 1.602 1.785 2.920  0.00
H 0.794 1.091 4.927  0.00
H 1.024 2.498 6.919  0.00
H -0.355 4.528 7.164  0.00
H -1.992 5.122 5.420  0.00
H -2.198 3.722 3.391  0.00
H 0.979 -1.209 2.910  0.00
H 0.424 -3.343 3.911  0.00
H -1.783 -3.712 4.962  0.00
H -3.459 -1.893 4.956  0.00
H -2.924 0.266 3.891  0.00
H 1.777 4.380 1.629  0.00
H 1.521 5.058 -0.973  0.00
H 0.894 2.339 -3.299  0.00
H -0.125 3.740 -2.893  0.00
H -2.621 0.081 -4.186  0.00
H -4.390 0.736 -5.760  0.00
H -5.205 3.064 -5.812  0.00
H -4.216 4.738 -4.295  0.00
H -2.431 4.103 -2.747  0.00
H -3.322 0.614 -0.835  0.00
H -4.874 1.448 0.902  0.00
H -4.462 3.632 1.970  0.00
H -2.537 5.002 1.245  0.00
H -1.020 4.195 -0.476  0.00
O 3.903 2.080 0.972  0.02
C 4.065 1.406 -0.011  0.01
O 3.130 0.670 -0.546  0.11
H 5.014 1.408 -0.584  0.00
N -0.305 -0.791 0.082  0.02
C -1.454 -0.973 0.516  0.36
N -2.280 -1.935 0.803  0.10
C -1.996 -3.369 0.757  0.02
C -3.016 -4.052 -0.154  0.00
O -4.341 -3.781 0.256  0.00
C -4.597 -2.397 0.259  0.00
C -3.642 -1.676 1.220  0.01
H -2.099 -3.766 1.772  0.00
H -0.978 -3.533 0.399  0.00
H -2.892 -5.134 -0.103  0.00
H -2.874 -3.728 -1.194  0.00
H -5.632 -2.271 0.585  0.00
H -4.484 -1.987 -0.758  0.00
H -3.787 -2.086 2.225  0.00
H -3.816 -0.602 1.236  0.00
O 3.274 0.022 2.882  0.00
S 3.710 -0.956 1.922  0.00
O 4.853 -0.613 1.115  0.00
N 2.424 -1.333 0.902  0.00
C 2.288 -2.731 0.914  0.01
S 1.246 -3.379 -0.265  0.03
C 3.060 -3.421 1.865  0.00
C 3.133 -4.802 2.148  0.00
C 3.935 -5.229 3.178  0.00
C 4.664 -4.335 3.973  0.00
C 4.649 -2.978 3.677  0.00
C 3.871 -2.553 2.632  0.00
H 2.568 -5.496 1.547  0.00
H 4.004 -6.287 3.388  0.00
H 5.243 -4.696 4.807  0.00
H 5.222 -2.266 4.251  0.00
C 4.564 -1.403 -1.961  0.00
Si 3.363 -0.435 -3.100  0.01
C 3.762 -1.143 -4.833  0.00
C 3.706 1.446 -3.306  0.00
C 1.623 -0.877 -2.455  0.01
Si 0.297 -1.271 -3.750  0.00
C 0.742 -2.844 -4.752  0.00
C 0.088 0.120 -5.047  0.00
C -1.287 -1.839 -2.827  0.00
H 5.490 -0.864 -1.786  0.00
H 4.833 -2.368 -2.383  0.00
H 4.117 -1.577 -0.978  0.00
H 4.791 -0.940 -5.109  0.00
H 3.128 -0.731 -5.608  0.00
H 3.636 -2.218 -4.850  0.00
H 4.778 1.618 -3.265  0.00
H 3.245 2.056 -2.531  0.00
H 3.368 1.812 -4.270  0.00
H 1.816 -1.906 -2.084  0.00
H 1.545 -2.668 -5.456  0.00
H -0.109 -3.216 -5.315  0.00
H 1.059 -3.638 -4.083  0.00
H 1.059 0.435 -5.415  0.00
H -0.425 0.995 -4.669  0.00
H -0.478 -0.246 -5.896  0.00
H -1.023 -2.695 -2.207  0.00
H -2.067 -2.158 -3.514  0.00
H -1.699 -1.076 -2.172  0.00



(2)
Below is a structure of composition C10H23AgClNO2 in a non-equilibrium geometry, with properties calculated with ωB97M-V/def2-TZVPD.

Output
F_max = 0.0829 hartree/bohr
HOMO-LUMO gap (spin up / spin down) = 8.065 / 4.343 eV
Multiplicity = 2
Molar mass = 332.620 g mol⁻¹
<S²> = 0.7543
LUMO (spin up / spin down) = -3.2379 / -6.9589 eV
Charge = +1

Each line ends with the Löwdin spin population.
Positions of all 38 atoms, in Å:
Ag -11.134 -7.250 8.036  0.00
Cl -10.952 -5.128 6.367  0.00
C -6.601 -0.525 8.872  0.04
C -7.268 -0.159 7.602  0.05
N -8.600 -0.796 7.381  0.66
C -9.566 -0.357 8.393  0.06
C -10.990 -0.321 7.811  0.02
C -8.575 -2.287 7.231  0.06
C -7.769 -2.684 5.983  0.01
H -7.053 -0.128 9.781  0.00
H -5.625 -0.046 8.958  0.00
H -6.515 -1.610 8.927  0.00
H -7.242 0.930 7.603  0.01
H -6.532 -0.398 6.834  0.00
H -9.460 -1.067 9.214  0.03
H -9.385 0.646 8.780  0.00
H -11.749 0.056 8.497  0.00
H -11.007 0.323 6.932  0.00
H -11.202 -1.332 7.462  0.00
H -9.593 -2.656 7.105  0.00
H -8.137 -2.892 8.024  0.03
H -6.718 -2.590 6.253  0.00
H -8.017 -2.014 5.159  0.00
H -7.916 -3.727 5.703  0.00
O -12.863 -6.034 8.826  0.00
C -13.562 -5.335 9.560  0.00
O -13.952 -4.111 9.249  0.00
C -13.625 -3.482 8.029  0.00
C -14.038 -1.936 7.963  0.00
C -14.163 -5.850 10.879  0.00
H -14.065 -4.049 7.208  0.00
H -12.549 -3.579 7.889  0.00
H -13.520 -1.385 8.749  0.00
H -15.124 -1.849 7.989  0.00
H -13.731 -1.587 6.977  0.00
H -15.178 -6.208 10.702  0.00
H -14.125 -5.137 11.703  0.00
H -13.591 -6.725 11.186  0.00



(3)
Below is a cluster of 9 separate species, C39H75F5O31P4 in total in a non-equilibrium geometry, with properties calculated with ωB97M-V/def2-TZVPD.

Output
Energy relative to the best compared isomer or geometry (same formula, charge and spin) = 127.47 kcal/mol
F_max = 0.1259 hartree/bohr
HOMO-LUMO gap = 10.436 eV
SMILES = O=C1OC[C@@H](F)O1.O=C1OC[C@@H](F)O1.O=C1OC[C@@H](F)O1.O=C1OC[C@@H](F)O1.O=C1OC[C@@H](F)O1.CCOP(=O)(OCC)OCC.CCOP(=O)(OCC)OCC.CCOP(=O)(OCC)OCC.CCOP(=O)(OCC)OCC
Molar mass = 1258.884 g mol⁻¹
LUMO = 0.2011 eV

Each line ends with the Löwdin charge.
Positions of all 154 atoms, in Å:
O 6.129 0.459 1.173  0.16
C 5.949 1.666 1.221  -0.50
O 5.528 2.362 0.120  0.06
C 4.771 3.391 0.472  -0.17
C 5.464 3.733 1.745  -0.24
F 4.572 4.356 2.608  0.06
O 5.931 2.464 2.274  0.19
H 4.417 4.152 -0.224  0.16
H 3.766 2.993 0.608  0.13
H 6.167 4.490 1.397  0.17
O -1.400 3.951 8.448  0.12
C -0.895 3.835 7.311  -0.45
O -1.449 4.236 6.172  0.04
C -0.672 3.971 5.002  -0.04
C 0.425 3.028 5.559  -0.38
F 1.575 3.230 4.968  0.12
O 0.403 3.382 6.918  0.10
H -1.267 3.515 4.210  0.12
H -0.336 4.917 4.577  0.14
H 0.074 2.017 5.355  0.14
O 3.889 -1.143 -1.474  0.12
C 5.111 -1.083 -1.632  -0.54
O 5.913 -2.099 -1.952  0.11
C 7.013 -1.642 -2.609  -0.11
C 7.171 -0.276 -2.106  -0.28
F 7.634 0.450 -3.133  0.08
O 5.778 0.016 -1.842  0.12
H 7.933 -2.176 -2.369  0.15
H 6.897 -1.646 -3.693  0.16
H 7.798 -0.198 -1.218  0.18
O -0.955 3.268 -0.507  0.16
C -1.793 4.028 -0.946  -0.55
O -2.786 4.387 -0.252  0.13
C -3.805 4.866 -1.049  -0.04
C -2.948 5.455 -2.238  -0.27
F -2.321 6.663 -1.932  0.06
O -1.972 4.533 -2.195  0.14
H -4.582 4.110 -1.167  0.12
H -4.367 5.717 -0.663  0.14
H -3.481 5.508 -3.187  0.17
O -0.192 1.172 3.133  0.15
C 0.202 0.934 2.011  -0.54
O 1.417 1.256 1.491  0.11
C 1.367 1.155 0.095  -0.11
C 0.231 0.278 -0.040  -0.33
F 0.752 -1.013 0.056  0.05
O -0.522 0.550 1.045  0.18
H 1.107 2.081 -0.418  0.12
H 2.271 0.691 -0.298  0.14
H -0.406 0.363 -0.921  0.18
C -2.991 1.332 5.573  -0.05
C -3.926 0.111 5.887  -0.29
O -4.797 0.376 6.958  -0.18
P -5.759 -0.838 7.535  0.57
O -6.190 -1.737 6.423  -0.24
O -4.772 -1.416 8.753  -0.19
C -4.638 -0.863 10.052  -0.27
C -5.661 -1.357 11.055  -0.09
O -6.933 -0.037 8.326  -0.18
C -8.258 -0.073 7.822  -0.30
C -9.258 -0.513 8.856  -0.07
H -2.347 1.162 4.710  0.06
H -3.520 2.284 5.607  0.08
H -2.243 1.420 6.361  0.06
H -4.443 -0.219 4.986  0.10
H -3.244 -0.739 5.914  0.12
H -3.739 -1.206 10.563  0.12
H -4.553 0.221 9.971  0.12
H -6.687 -1.037 10.871  0.05
H -5.847 -2.424 11.177  0.08
H -5.459 -1.093 12.093  0.08
H -8.527 0.969 7.646  0.12
H -8.468 -0.595 6.888  0.12
H -10.069 -1.199 8.615  0.08
H -8.628 -1.078 9.543  0.06
H -9.586 0.285 9.523  0.08
C 7.438 4.927 -2.145  -0.08
C 7.480 3.720 -2.982  -0.30
O 6.176 3.575 -3.500  -0.17
P 5.945 2.764 -4.877  0.54
O 7.096 2.017 -5.453  -0.23
O 4.543 1.861 -4.682  -0.15
C 3.460 2.410 -4.154  -0.38
C 2.840 1.397 -3.228  -0.05
O 5.406 3.956 -5.794  -0.18
C 6.263 4.481 -6.822  -0.25
C 6.591 3.666 -8.088  -0.07
H 7.277 5.808 -2.766  0.09
H 6.614 4.862 -1.434  0.07
H 8.354 5.322 -1.706  0.09
H 8.274 3.973 -3.685  0.13
H 7.721 2.839 -2.386  0.11
H 3.687 3.220 -3.461  0.11
H 2.775 2.785 -4.914  0.13
H 3.647 1.114 -2.553  0.06
H 1.983 1.733 -2.644  0.07
H 2.602 0.462 -3.735  0.09
H 5.802 5.406 -7.169  0.12
H 7.191 4.653 -6.277  0.11
H 7.416 3.987 -8.724  0.08
H 6.895 2.648 -7.843  0.06
H 5.696 3.632 -8.710  0.07
C -3.015 -2.862 -3.917  -0.08
C -4.158 -1.948 -4.482  -0.24
O -4.553 -0.786 -3.766  -0.17
P -4.819 -0.756 -2.162  0.45
O -5.674 -1.844 -1.609  -0.23
O -3.340 -0.668 -1.584  -0.16
C -2.924 -1.432 -0.494  -0.31
C -3.607 -1.005 0.746  -0.07
O -5.353 0.736 -2.061  -0.19
C -6.731 1.151 -1.958  -0.24
C -6.958 2.098 -0.779  -0.05
H -2.078 -2.337 -3.737  0.06
H -3.215 -3.227 -2.910  0.06
H -2.784 -3.747 -4.510  0.07
H -3.833 -1.692 -5.490  0.11
H -4.956 -2.685 -4.576  0.11
H -3.161 -2.483 -0.656  0.11
H -1.843 -1.424 -0.350  0.10
H -3.083 -1.298 1.656  0.09
H -3.925 0.036 0.681  0.08
H -4.570 -1.514 0.701  0.07
H -7.038 1.488 -2.949  0.12
H -7.288 0.255 -1.682  0.11
H -8.025 2.151 -0.567  0.08
H -6.433 1.631 0.054  0.08
H -6.524 3.081 -0.964  0.05
C -1.674 -6.789 -3.246  -0.08
C -0.544 -7.341 -4.053  -0.33
O 0.740 -7.347 -3.474  -0.18
P 1.931 -6.329 -4.032  0.66
O 1.715 -6.024 -5.537  -0.28
O 3.280 -7.193 -3.525  -0.20
C 3.482 -8.529 -3.910  -0.29
C 3.433 -9.525 -2.699  -0.06
O 2.046 -5.123 -2.913  -0.14
C 1.198 -4.091 -3.065  -0.38
C 0.613 -3.645 -1.752  -0.06
H -1.513 -7.051 -2.200  0.09
H -1.836 -5.731 -3.451  0.05
H -2.572 -7.252 -3.655  0.08
H -0.830 -8.393 -4.062  0.11
H -0.800 -7.115 -5.088  0.12
H 2.788 -8.817 -4.700  0.11
H 4.429 -8.692 -4.425  0.11
H 4.044 -9.250 -1.840  0.07
H 2.429 -9.699 -2.311  0.07
H 3.924 -10.434 -3.046  0.07
H 1.733 -3.250 -3.506  0.12
H 0.320 -4.001 -3.704  0.11
H -0.189 -2.952 -2.005  0.06
H 0.250 -4.504 -1.188  0.09
H 1.353 -3.150 -1.123  0.07



(4)
Below is a structure of composition C32H57BaN4OP2S in a non-equilibrium geometry, with properties calculated with ωB97M-V/def2-TZVPD.

Output
Energy relative to the best compared isomer or geometry (same formula, charge and spin) = 106.21 kcal/mol
F_max = 0.0856 hartree/bohr
HOMO-LUMO gap = 6.343 eV
Molar mass = 745.178 g mol⁻¹
LUMO = -2.4014 eV
Charge = +1

Each line ends with the Löwdin charge.
Positions of all 98 atoms, in Å:
C 2.437 -1.285 -1.381  -0.32
C 1.353 0.571 -2.389  -0.31
C 3.275 -1.417 -2.479  -0.01
C 2.146 0.465 -3.524  0.00
C 3.116 -0.530 -3.539  -0.03
H 3.987 -2.222 -2.465  0.11
H 1.979 1.159 -4.332  0.12
H 3.755 -0.620 -4.395  0.11
N 1.593 -0.261 -1.373  0.02
P 0.778 -2.739 0.567  0.89
P 0.045 2.512 -0.563  0.98
C 2.397 -2.255 -0.174  -0.25
H 2.840 -3.212 -0.482  0.08
H 3.025 -1.847 0.635  0.08
C 0.161 1.501 -2.254  -0.24
H 0.166 2.274 -3.040  0.08
C -1.614 3.276 -0.435  -0.68
C 1.556 3.421 -0.317  -0.71
C -0.251 -3.627 -0.653  -0.68
C 0.955 -3.297 2.254  -0.72
C -2.684 2.414 0.295  -0.12
H -2.582 2.481 1.391  0.04
H -3.677 2.818 0.025  0.11
H -2.680 1.344 0.030  0.02
C -1.421 4.541 0.393  -0.09
H -1.145 4.309 1.428  0.08
H -0.679 5.214 -0.044  0.07
H -2.383 5.056 0.414  0.10
C -2.084 3.592 -1.855  -0.08
H -2.728 4.476 -1.800  0.10
H -1.262 3.825 -2.542  0.06
H -2.680 2.776 -2.281  0.07
C 1.537 4.006 1.125  -0.09
H 0.935 3.412 1.830  0.06
H 2.567 4.012 1.497  0.08
H 1.180 5.041 1.128  0.08
C 2.831 2.552 -0.460  -0.07
H 2.754 1.581 0.041  0.03
H 3.107 2.418 -1.511  0.08
H 3.639 3.110 0.036  0.10
C 1.518 4.503 -1.391  -0.08
H 0.739 4.370 -2.154  0.06
H 1.385 5.478 -0.914  0.08
H 2.483 4.526 -1.901  0.09
C -0.431 -3.447 2.911  -0.06
H -0.274 -3.978 3.858  0.10
H -0.890 -2.470 3.134  0.05
H -1.133 -4.027 2.298  0.08
C 1.800 -2.335 3.116  -0.09
H 2.725 -2.004 2.634  0.07
H 1.238 -1.458 3.458  0.04
H 2.088 -2.903 4.012  0.10
C 1.698 -4.614 2.086  -0.11
H 2.429 -4.590 1.267  0.07
H 2.250 -4.791 3.009  0.08
H 1.019 -5.454 1.950  0.08
C 0.152 -3.222 -2.078  -0.08
H 1.174 -3.539 -2.316  0.09
H -0.539 -3.713 -2.778  0.10
H 0.057 -2.142 -2.231  0.05
C -1.769 -3.316 -0.454  -0.08
H -2.162 -2.762 -1.320  0.06
H -2.319 -4.269 -0.370  0.09
H -2.000 -2.716 0.443  0.05
C 0.041 -5.107 -0.446  -0.11
H 1.117 -5.316 -0.466  0.08
H -0.399 -5.507 0.475  0.08
H -0.415 -5.644 -1.281  0.09
Ba -0.399 -0.107 0.596  1.38
C 1.740 0.431 1.823  -0.22
O 2.462 0.808 2.622  0.11
N -1.508 -0.251 -1.468  -0.20
C -1.113 0.526 -2.354  -0.45
C -1.947 0.380 -3.650  -0.56
C -1.554 1.395 -4.692  -0.06
C -1.697 -1.031 -4.178  -0.05
C -3.432 0.520 -3.257  -0.04
H -1.697 2.426 -4.353  0.07
H -0.516 1.269 -5.016  0.08
H -2.195 1.253 -5.563  0.09
H -2.045 -1.783 -3.462  0.06
H -2.247 -1.165 -5.111  0.09
H -0.631 -1.208 -4.376  0.08
H -3.934 1.205 -3.944  0.08
H -3.918 -0.458 -3.313  0.08
H -3.574 0.888 -2.231  0.06
S -1.998 0.236 2.916  0.53
C -1.322 0.323 4.462  -0.79
N -0.010 0.508 4.806  0.02
C 0.226 0.505 6.238  -0.13
C -1.155 0.302 6.820  -0.13
N -1.982 0.193 5.637  0.02
H 0.727 0.680 4.144  0.08
H 0.668 1.456 6.547  0.13
H 0.909 -0.310 6.494  0.12
H -1.472 1.159 7.423  0.13
H -1.228 -0.614 7.412  0.13
H -2.985 0.070 5.671  0.15